123
Properties=species:S:1:pos:R:3:forces:R:3:mulliken_charge:R:1 method="wB97M-V/def2-TZVPD" homo_energy_ev=-7.2367 homo_lumo_gap_ev=7.549 spin_multiplicity=1 de_lowest_kcal_mol=4.2
Mg -0.4231 -1.1939 1.6535 -0.282 -0.387 -0.193 1.98
C -0.9481 -2.3611 5.3343 -0.107 -0.099 0.009 -1.11
Si -0.2807 -0.6204 5.0269 -0.023 -0.095 -0.088 0.52
C 1.5938 -0.6670 4.9822 0.174 0.000 0.067 -0.70
C -0.6856 0.3024 6.6208 -0.074 0.052 0.112 -1.42
C -0.9719 0.0861 3.4672 -0.452 -0.008 0.052 2.10
C -2.3477 -0.4309 3.2296 0.086 -0.056 -0.192 -1.97
C -3.5328 -0.0283 3.8722 0.112 0.046 0.046 -0.61
C -4.7306 -0.6326 3.5612 -0.043 -0.045 -0.034 -0.66
C -4.7695 -1.6479 2.6048 -0.047 0.030 0.070 -1.21
C -3.5862 -1.9953 1.9936 0.213 0.095 0.025 -0.65
N -2.4244 -1.3988 2.2799 -0.346 0.139 0.250 1.09
Si -0.7934 1.9137 3.2742 -0.029 -0.096 -0.177 0.37
C -1.9888 2.5843 1.9744 -0.090 0.023 -0.093 -0.69
C 0.9565 2.3240 2.7323 0.126 0.079 -0.037 -0.69
C -1.1040 3.0147 4.7699 0.000 0.064 0.186 -1.38
H -1.4814 -2.3824 6.2882 0.007 -0.034 0.005 0.57
H -0.1364 -3.0931 5.3884 -0.025 0.012 0.025 0.33
H -1.6364 -2.6982 4.5553 0.058 0.041 0.112 0.11
H 1.9804 -1.2464 5.8266 0.009 0.031 -0.023 0.50
H 2.0097 0.3412 5.0563 0.013 0.005 -0.007 0.33
H 1.9668 -1.1189 4.0640 0.013 -0.007 -0.005 -0.07
H -0.4590 -0.3482 7.4716 0.001 0.028 -0.004 0.37
H -1.7468 0.5624 6.6783 0.022 -0.020 0.031 0.31
H -0.1118 1.2218 6.7434 -0.016 -0.008 -0.005 0.34
H -3.4822 0.7524 4.6211 -0.005 -0.006 -0.004 0.42
H -5.6397 -0.3256 4.0646 0.004 0.002 -0.005 0.47
H -5.6918 -2.1500 2.3484 0.003 0.008 -0.001 0.45
H -3.5380 -2.7759 1.2426 0.003 -0.006 -0.014 0.56
H -1.4852 2.7503 1.0194 -0.038 0.003 -0.013 -0.13
H -2.4105 3.5416 2.2921 0.031 -0.023 -0.012 0.64
H -2.8239 1.9051 1.7932 -0.021 0.010 -0.031 0.24
H 1.2088 1.7982 1.8081 0.037 0.024 0.059 -0.24
H 1.6789 2.0175 3.4936 0.013 -0.003 -0.024 0.28
H 1.0805 3.4002 2.5737 -0.002 -0.034 -0.012 0.50
H -2.0013 2.7435 5.3323 0.009 0.015 -0.036 0.33
H -1.2295 4.0424 4.4165 0.021 0.008 0.042 0.36
H -0.2648 3.0041 5.4675 -0.013 0.016 0.028 0.31
C -1.7420 -6.7499 4.6114 0.018 0.017 0.001 -1.03
C -1.5438 -6.4748 3.1195 0.003 0.001 -0.014 -0.61
C -0.5884 -5.3492 2.8837 -0.152 -0.050 0.060 0.32
N -0.9512 -4.1318 2.7219 0.291 0.216 -0.099 -0.68
N 0.1113 -3.2573 2.5976 -0.069 -0.180 -0.068 0.74
C 1.2617 -3.8648 2.6645 0.086 0.347 -0.107 -0.04
N 2.4605 -3.2273 2.5875 0.019 -0.037 0.066 -0.23
S 1.1395 -5.5646 2.9113 0.040 -0.187 0.035 -0.26
H -2.4647 -7.5514 4.7625 0.001 -0.003 -0.006 0.38
H -2.1060 -5.8542 5.1148 -0.002 0.000 -0.004 0.26
H -0.8046 -7.0443 5.0860 -0.004 -0.001 -0.008 0.32
H -2.4888 -6.1886 2.6573 -0.008 0.009 0.015 0.25
H -1.1880 -7.3729 2.6109 -0.002 -0.010 -0.004 0.35
H 2.4090 -2.2607 2.2906 -0.072 -0.061 0.012 -0.66
H 3.2478 -3.7461 2.2383 0.011 -0.020 0.012 0.39
C -1.1508 -5.0588 -2.5649 0.048 0.059 0.019 -1.11
N -0.3257 -3.9158 -2.2045 -0.083 -0.046 0.177 0.11
C 0.6722 -3.4452 -3.1579 0.007 0.020 0.098 -0.39
C -0.5343 -3.2973 -1.0603 0.019 -0.102 -0.277 0.19
N -0.7428 -2.7749 -0.0520 0.047 0.202 0.038 -0.49
H -0.5127 -5.9041 -2.8278 -0.004 -0.012 -0.004 0.34
H -1.7895 -4.8178 -3.4177 -0.004 -0.007 -0.009 0.33
H -1.7761 -5.3370 -1.7203 -0.009 -0.007 -0.003 0.34
H 1.3772 -4.2490 -3.3733 0.030 0.019 -0.006 0.38
H 1.2112 -2.6104 -2.7203 -0.065 -0.040 -0.061 -0.25
H 0.1869 -3.1272 -4.0811 -0.020 0.014 -0.041 0.35
O 3.5096 -0.5229 -2.8666 0.005 0.147 -0.183 -0.70
S 3.5511 -1.4186 -1.7409 -0.013 -0.015 0.366 1.16
O 3.9208 -2.7859 -1.9866 -0.020 -0.033 -0.146 -0.75
N 2.1521 -1.3501 -0.9074 0.046 -0.010 0.047 0.08
C 2.3468 -0.9157 0.3207 -0.421 0.071 -0.192 -0.44
O 1.4450 -0.7890 1.1957 0.790 -0.113 0.010 0.65
C 3.7633 -0.5432 0.6383 -0.042 -0.005 -0.060 0.31
C 4.2773 -0.0441 1.8205 0.043 0.034 0.001 -0.20
C 5.6417 0.2288 1.8652 -0.020 -0.015 -0.023 -0.95
C 6.4529 0.0068 0.7545 -0.015 0.006 0.020 -0.59
C 5.9271 -0.4940 -0.4331 -0.015 0.007 0.036 -0.81
C 4.5743 -0.7588 -0.4572 0.214 0.062 0.049 -0.17
H 3.6273 0.1342 2.6688 0.016 0.006 0.005 0.56
H 6.0801 0.6246 2.7720 -0.006 -0.007 -0.001 0.45
H 7.5107 0.2285 0.8137 -0.010 0.006 0.016 0.41
H 6.5542 -0.6658 -1.2976 -0.008 -0.008 -0.001 0.52
C -1.2003 1.8223 -4.8919 -0.014 0.002 -0.023 -1.81
C 0.1705 1.4874 -4.2981 -0.002 -0.020 -0.060 3.05
C 0.0604 0.0934 -3.6612 -0.081 -0.202 0.005 -2.97
C 1.1912 1.3960 -5.4400 0.064 -0.010 -0.014 -1.94
C 0.6486 2.5234 -3.2258 0.118 0.037 0.050 1.79
O 1.6134 1.8940 -2.3714 0.435 0.244 -0.062 -0.52
C 1.3177 3.8376 -3.7349 -0.035 -0.016 -0.033 -1.57
C 0.5173 5.1370 -3.9477 -0.021 -0.026 -0.007 -1.52
C -0.3945 5.2026 -5.1449 0.003 -0.072 -0.003 0.23
C 0.1075 5.0219 -6.4311 -0.003 -0.054 -0.035 0.33
C -0.7263 5.0372 -7.5375 0.028 0.007 0.015 -1.00
C -2.0839 5.2500 -7.3567 -0.017 0.012 -0.033 0.43
Cl -3.1395 5.2623 -8.7400 0.019 -0.003 0.030 -0.23
C -2.6077 5.4621 -6.0948 0.014 0.002 0.027 -0.89
C -1.7556 5.4413 -4.9986 -0.036 -0.062 0.006 -0.04
C -0.4246 2.9118 -2.2146 -0.133 0.002 0.162 -2.78
N -0.9151 1.7855 -1.4353 -0.095 0.215 -0.064 1.89
C -0.2278 1.0553 -0.5659 0.063 -0.176 0.272 -0.98
N -1.0102 0.1413 -0.0218 -0.245 0.223 -0.043 0.82
C -2.2094 0.3713 -0.6265 0.043 -0.139 -0.004 -1.42
N -2.1988 1.3498 -1.5015 0.157 0.131 0.213 -0.97
H -1.4427 1.0743 -5.6516 0.000 0.008 0.032 0.54
H -1.2240 2.7927 -5.3807 0.015 0.116 -0.032 0.17
H -1.9883 1.7859 -4.1364 0.029 0.007 -0.027 0.33
H -0.0750 -0.6422 -4.4584 -0.028 0.027 0.002 0.85
H -0.8012 0.0120 -2.9945 0.081 -0.060 -0.152 0.20
H 0.9528 -0.1667 -3.0978 0.000 -0.083 -0.064 0.69
H 0.9422 0.5425 -6.0728 0.014 0.008 0.004 0.51
H 2.2131 1.2413 -5.0797 -0.039 -0.036 0.019 0.30
H 1.1819 2.2831 -6.0750 -0.034 0.018 0.007 0.41
H 2.4179 1.6481 -2.8467 -0.130 -0.166 -0.124 0.46
H 1.9042 3.6270 -4.6298 -0.022 -0.017 0.003 0.69
H 2.0451 4.0678 -2.9541 0.005 0.004 0.015 0.36
H 1.2632 5.9309 -4.0449 0.011 0.006 -0.005 0.52
H -0.0542 5.3903 -3.0536 -0.012 -0.038 0.040 0.37
H 1.1691 4.8530 -6.5749 -0.012 0.005 0.002 0.45
H -0.3329 4.8866 -8.5335 0.001 0.002 0.006 0.41
H -3.6682 5.6338 -5.9720 0.006 0.003 0.005 0.41
H -2.1684 5.5941 -4.0075 0.005 0.005 -0.011 0.35
H -1.2914 3.3966 -2.6546 0.011 -0.055 -0.089 0.40
H 0.0527 3.6040 -1.5191 -0.117 0.065 0.053 0.48
H 0.8183 1.2063 -0.3759 -0.069 0.014 0.048 -0.06
H -3.0995 -0.1959 -0.4066 0.018 -0.008 -0.009 0.52

***

128
Properties=species:S:1:pos:R:3:forces:R:3:mulliken_charge:R:1 method="wB97M-V/def2-TZVPD" homo_energy_ev=-11.1481 charge=+1 homo_lumo_gap_ev=7.590 spin_multiplicity=1
C 6.6710 5.2101 -1.0723 0.283 -0.846 0.516 -0.77
C 5.4793 4.6429 -0.0452 3.469 2.633 4.518 0.51
O 5.6481 4.9347 1.2466 -2.241 -2.261 -7.711 -0.52
N 4.3646 3.8219 -0.6525 -1.001 -1.266 3.519 0.27
C 4.6673 2.3401 -0.6805 -3.053 -4.941 1.731 0.55
C 6.1308 1.7039 -1.1097 -0.840 -0.192 0.398 -0.44
O 3.6946 1.4774 -0.3077 5.706 5.658 -2.555 -0.41
C 3.0526 3.9629 0.0851 -6.680 0.593 0.504 -0.45
C 1.5524 3.9237 -0.6309 2.936 0.425 4.805 -0.17
N 0.5840 4.0542 0.5275 3.044 0.320 2.260 0.29
C -0.9319 4.0508 0.5917 -1.397 0.032 0.581 -0.64
C -1.6751 4.1885 -0.8627 0.176 1.526 -0.181 -0.15
O -1.9755 5.6477 -1.0393 1.568 -1.824 -1.434 -0.54
C -3.0953 3.3790 -0.9982 -1.963 -0.780 -1.632 0.82
F -4.2777 4.2775 -0.8839 4.162 -3.562 -0.187 -0.23
F -3.2309 2.1960 -0.1170 0.282 4.010 -2.733 -0.27
F -3.1331 2.8470 -2.4119 -0.050 1.503 4.461 -0.31
C 1.2072 4.1902 1.9096 4.149 -0.802 -6.949 -0.30
N 2.7057 4.1164 1.5491 -3.122 0.125 -1.802 0.07
H 7.6672 4.6329 -0.7591 -2.225 1.146 -0.666 0.18
H 6.4564 4.9712 -2.1975 0.265 0.582 2.271 0.27
H 6.9143 6.3569 -0.8758 -0.983 -2.550 -0.351 0.35
H 6.1026 1.5579 -2.2745 0.298 0.512 2.263 0.32
H 7.0531 2.3183 -0.7290 -1.960 -1.027 -1.100 -0.18
H 6.1864 0.6205 -0.6191 -0.326 2.503 -1.057 0.30
H 1.2636 3.7888 -1.7629 0.578 0.299 2.841 0.31
H -1.2401 3.1011 1.2166 0.499 1.720 -1.659 0.42
H -1.2416 4.9890 1.2604 0.553 -1.964 -1.778 0.36
H -1.0120 3.8919 -1.7880 -1.400 -0.038 2.134 0.29
H -1.5075 5.9611 -1.8877 -1.203 -0.775 1.898 0.35
H 0.7316 4.2960 2.9739 1.051 -0.273 -2.481 0.42
H 3.3904 4.1797 2.3346 -0.546 -0.215 -1.141 0.37
O -4.8982 5.7497 3.8803 -1.355 -1.031 -0.572 -0.62
C -5.6199 4.9707 3.2798 1.084 1.031 1.262 0.34
O -6.8552 4.5786 3.7093 0.891 0.684 0.127 -0.36
C -7.3653 3.5839 2.8226 -0.604 -0.508 -0.183 -0.53
C -6.6166 3.7812 1.5306 0.086 -0.332 -0.722 0.34
C -5.2708 4.2726 2.0004 -0.179 0.152 -0.391 -0.02
H -7.1833 2.5976 3.2622 -0.021 0.067 -0.001 0.26
H -8.4429 3.7216 2.6948 0.208 0.036 0.231 0.35
H -6.5632 2.8750 0.9213 -0.049 0.449 0.419 -0.41
H -7.1047 4.5617 0.9343 0.079 -0.273 0.064 0.30
H -4.5892 3.4458 2.2189 0.088 0.087 0.038 0.14
H -4.8235 4.9644 1.2830 0.168 -0.116 0.394 0.15
O -7.8000 2.7753 -0.7786 -0.248 -1.986 0.026 -0.61
C -7.6441 1.5664 -0.8298 -0.174 1.841 0.038 0.63
O -7.8276 0.7212 0.2266 -0.065 1.201 -0.419 -0.36
C -7.4528 -0.6001 -0.1602 -0.019 -0.956 0.373 -0.24
C -7.5470 -0.6162 -1.6635 -0.030 -0.671 -0.634 -0.19
C -7.1834 0.7998 -2.0324 -0.224 -0.311 -0.357 -0.52
H -6.4349 -0.7925 0.1946 -0.093 -0.012 -0.008 0.25
H -8.1312 -1.3251 0.2988 0.242 0.408 0.037 0.13
H -6.9031 -1.3682 -2.1271 -0.154 0.047 0.211 0.29
H -8.5805 -0.8211 -1.9683 0.165 -0.050 0.085 0.19
H -6.1030 0.9265 -2.1446 -0.065 0.152 -0.055 0.15
H -7.7077 1.1270 -2.9332 0.314 0.277 0.168 0.34
O -7.6970 -3.4349 -0.5126 -0.460 -1.106 1.166 -0.56
C -8.3905 -4.2611 0.0572 0.859 0.628 -0.867 0.58
O -8.0983 -4.8024 1.2761 0.345 0.800 -0.657 -0.39
C -9.0624 -5.8077 1.5853 -0.266 -0.598 0.603 -0.48
C -10.2669 -5.4759 0.7440 -0.719 -0.294 0.129 -0.56
C -9.6506 -4.8623 -0.4877 -0.494 0.195 0.765 -0.31
H -8.6386 -6.7864 1.3368 0.008 0.084 0.020 0.27
H -9.2920 -5.7820 2.6546 0.309 0.063 -0.145 0.35
H -10.8965 -6.3442 0.5321 0.107 0.105 0.103 0.33
H -10.8835 -4.7281 1.2574 0.077 -0.155 -0.058 0.28
H -9.3921 -5.6192 -1.2335 -0.043 0.216 0.006 0.18
H -10.2977 -4.0963 -0.9210 0.591 -0.431 0.178 0.33
O 2.3465 2.4873 3.6187 -0.055 -1.424 0.778 -0.56
C 2.5024 1.2785 3.5675 0.107 0.816 0.576 0.37
O 2.3189 0.4332 4.6239 -0.121 1.380 -0.678 -0.38
C 2.6936 -0.8881 4.2371 0.131 -0.931 0.286 -0.55
C 2.5995 -0.9042 2.7338 -0.074 -0.675 -0.559 -0.60
C 2.9631 0.5119 2.3649 -0.371 -0.248 -0.260 0.36
H 3.7116 -1.0804 4.5919 -0.105 0.058 0.002 0.27
H 2.0153 -1.6131 4.6962 0.120 0.317 0.119 0.36
H 3.2433 -1.6562 2.2702 -0.105 0.074 0.137 0.34
H 1.5660 -1.1091 2.4290 0.167 -0.018 0.057 0.30
H 4.0435 0.6385 2.2527 -0.111 0.148 -0.093 0.12
H 2.4388 0.8390 1.4641 0.392 0.219 0.213 -0.05
O 9.3484 1.9044 -1.2022 -0.032 -0.803 1.429 -0.62
C 9.5406 1.6023 -0.0361 -0.384 0.213 -1.483 0.53
O 9.2374 0.3855 0.5039 0.022 0.823 -1.094 -0.28
C 9.4918 0.4195 1.9075 0.097 -0.619 0.832 0.25
C 10.4763 1.5421 2.1061 0.537 0.198 0.693 -0.58
C 10.0943 2.5130 1.0176 0.528 0.060 0.214 -0.37
H 8.5461 0.5987 2.4296 0.053 -0.051 -0.033 0.24
H 9.8991 -0.5426 2.2318 -0.346 0.220 -0.202 -0.31
H 10.4402 1.9737 3.1099 -0.003 -0.164 -0.128 0.38
H 11.4957 1.1769 1.9312 -0.177 0.045 0.073 0.28
H 9.3096 3.2014 1.3434 0.043 0.076 -0.115 0.18
H 10.9628 3.0624 0.6472 -0.402 0.135 -0.138 0.35
O -10.4411 -4.1431 -2.8025 0.170 -0.376 -2.944 -0.56
C -9.8578 -4.4313 -3.8344 -0.976 0.272 1.529 0.42
O -10.3800 -5.2192 -4.8196 -0.099 0.489 0.877 -0.36
C -9.3879 -5.4344 -5.8223 0.111 -0.431 -0.693 -0.45
C -8.4135 -4.2960 -5.6686 0.615 0.366 -0.581 -0.61
C -8.4609 -4.0185 -4.1873 0.229 0.376 -0.298 0.10
H -8.9199 -6.4088 -5.6471 -0.056 0.062 -0.005 0.26
H -9.8573 -5.4391 -6.8104 -0.117 -0.108 0.299 0.33
H -7.4122 -4.5337 -6.0374 -0.181 -0.016 -0.010 0.35
H -8.7775 -3.4194 -6.2182 0.069 -0.166 0.046 0.28
H -7.7533 -4.6418 -3.6336 -0.065 0.150 0.140 0.27
H -8.2962 -2.9602 -3.9720 0.003 -0.296 0.360 -0.04
O 4.8676 -3.6992 -4.2525 -0.701 1.725 1.287 -0.59
C 4.2349 -2.8449 -3.6540 1.220 -1.982 -1.094 0.44
O 4.7577 -2.0371 -2.6854 0.137 -0.427 -0.499 -0.30
C 3.7147 -1.2386 -2.1283 0.047 0.521 0.457 0.60
C 2.6331 -1.2097 -3.1762 -0.727 0.559 -0.121 -0.58
C 2.7749 -2.5587 -3.8346 -0.360 0.365 -0.260 -0.39
H 3.3781 -1.7044 -1.1962 0.028 0.041 -0.021 0.05
H 4.0952 -0.2372 -1.9070 0.072 -0.392 0.049 -0.53
H 1.6377 -1.0271 -2.7626 0.154 0.028 0.007 0.34
H 2.8458 -0.4202 -3.9073 -0.039 -0.086 0.130 0.32
H 2.1934 -3.3270 -3.3175 0.075 -0.046 -0.165 0.25
H 2.5091 -2.5183 -4.8934 0.074 -0.391 0.197 0.30
O 10.0959 -1.9981 4.0301 -0.288 -1.195 -1.400 -0.61
C 10.1718 -2.9888 3.3224 -0.259 1.264 1.333 0.58
O 9.3035 -3.2797 2.3097 0.289 0.753 0.671 -0.33
C 9.6254 -4.5608 1.7703 -0.251 -0.616 -0.610 -0.41
C 11.0661 -4.7978 2.1408 0.643 -0.567 -0.354 -0.50
C 11.1900 -4.0798 3.4608 0.443 -0.142 -0.229 -0.41
H 8.9546 -5.3047 2.2128 0.033 0.087 -0.022 0.27
H 9.4790 -4.5519 0.6863 -0.166 0.161 0.242 0.31
H 11.3284 -5.8578 2.1929 -0.095 0.152 -0.076 0.32
H 11.7222 -4.3227 1.4014 -0.120 -0.120 0.085 0.26
H 10.9133 -4.7224 4.3012 0.075 0.171 0.052 0.27
H 12.1922 -3.6682 3.6011 -0.284 -0.002 0.339 0.27